# 1
{"formula": "C3HF3", "method": "ωB97M-V with the def2-TZVPD basis set", "elements": ["F", "F", "F", "C", "C", "C", "H"], "xyz": [[-0.83, -1.72, -0.14], [-1.14, 0.62, -1.10], [-0.85, 1.27, 0.94], [0.42, -1.29, 0.07], [-0.29, 0.81, -0.15], [0.88, -0.09, 0.01], [1.81, 0.39, 0.37]], "e_homo_ha": [-0.3104, -0.3583], "de_lowest_kj_mol": 307.9}

***

# 2
{"formula": "C29H62BCaF4N3O10PtS", "method": "ωB97M-V with the def2-TZVPD basis set", "elements": ["Pt", "Ca", "S", "F", "F", "F", "F", "O", "O", "O", "O", "O", "O", "O", "O", "O", "O", "N", "N", "N", "C", "C", "C", "C", "C", "C", "C", "C", "C", "C", "C", "C", "C", "C", "C", "C", "C", "C", "C", "C", "C", "C", "C", "C", "C", "C", "C", "C", "C", "B", "H", "H", "H", "H", "H", "H", "H", "H", "H", "H", "H", "H", "H", "H", "H", "H", "H", "H", "H", "H", "H", "H", "H", "H", "H", "H", "H", "H", "H", "H", "H", "H", "H", "H", "H", "H", "H", "H", "H", "H", "H", "H", "H", "H", "H", "H", "H", "H", "H", "H", "H", "H", "H", "H", "H", "H", "H", "H", "H", "H", "H", "H"], "xyz": [[1.42, 3.10, 2.24], [-2.00, 3.79, 1.21], [-0.30, 1.34, 1.28], [3.03, 1.47, 1.50], [4.09, 1.36, 3.52], [5.14, 2.07, 1.65], [3.51, 3.28, 2.63], [-0.14, 0.25, 0.30], [-0.42, 5.32, 4.99], [1.28, 3.92, 4.31], [-0.40, 5.54, 0.45], [-1.65, 1.64, 1.66], [1.62, 5.11, 1.17], [0.60, 1.26, 2.38], [0.13, 2.60, 0.67], [-0.55, 3.97, 3.20], [1.12, 6.75, -0.28], [0.64, 2.08, -3.58], [2.52, -2.26, 2.26], [-3.92, -1.24, 0.05], [-0.44, 1.24, -2.94], [-3.34, -3.78, -1.47], [-4.43, -1.46, 2.73], [2.17, -1.91, 0.78], [0.83, 5.76, 0.49], [-4.48, -2.82, -1.82], [0.35, -5.42, 3.15], [3.29, -2.40, -0.24], [-2.69, -2.15, 0.37], [-3.46, -0.11, -0.91], [1.74, -0.05, -4.57], [-4.63, -0.69, 1.37], [1.84, -1.28, 3.26], [0.63, -4.07, 2.50], [0.15, 3.55, -3.93], [2.86, -0.02, -3.40], [-5.02, -2.06, -0.68], [4.95, -2.78, 1.58], [4.73, -2.16, 0.27], [0.13, 4.38, 4.18], [-1.22, 3.66, -4.61], [-4.92, -0.64, 4.00], [1.90, 2.13, -2.58], [-2.25, -3.04, -0.79], [-1.45, 5.02, -5.13], [4.05, -2.02, 2.63], [1.10, 1.33, -4.89], [2.49, 0.78, -2.19], [2.15, -3.79, 2.55], [3.95, 2.06, 2.38], [4.27, -0.97, 2.75], [-0.72, 1.91, -2.13], [-0.22, 0.23, -2.59], [-1.60, -2.42, -1.42], [-5.31, -3.39, -2.22], [4.78, -3.85, 1.60], [-4.06, 0.23, 1.48], [3.14, -3.46, -0.45], [1.18, -6.12, 3.08], [-3.01, -2.73, 1.25], [-4.24, 0.31, -1.54], [2.04, -1.55, 4.30], [2.64, -3.94, 3.51], [-1.22, 2.97, -5.46], [3.16, -1.05, -3.23], [0.09, -5.40, 4.21], [-1.97, -1.36, 0.60], [1.16, -2.21, 0.53], [2.21, -0.43, -5.48], [-2.88, -4.39, -2.25], [-4.20, -2.29, -2.73], [-0.94, 5.32, -6.05], [2.69, 2.77, -2.96], [-2.68, -0.55, -1.54], [4.99, -1.13, 0.51], [3.24, -2.07, -1.28], [4.25, -2.38, 3.64], [-2.92, 0.63, -0.32], [-5.59, -0.33, 0.97], [3.73, 0.45, -3.84], [-2.45, 4.96, -5.55], [-4.85, -1.21, 4.93], [3.37, 0.88, -1.55], [-4.47, 0.32, 4.24], [-2.04, 3.50, -3.91], [-3.37, -1.64, 2.93], [2.68, -4.36, 1.79], [2.25, -0.28, 3.19], [0.13, 3.94, -2.91], [-5.06, -2.36, 2.79], [1.10, -0.91, -4.39], [-1.34, 1.12, -3.54], [-1.26, 5.85, -4.45], [1.82, 2.01, -5.35], [-1.32, 5.41, 4.67], [0.16, 6.82, -0.36], [1.01, 3.95, -4.46], [0.10, -4.06, 1.55], [-3.78, -4.42, -0.69], [2.21, -0.82, 0.82], [5.34, -2.49, -0.57], [-1.57, -3.79, -0.39], [0.08, -3.44, 3.20], [-5.99, -0.49, 3.85], [0.79, -1.18, 2.99], [6.03, -2.76, 1.74], [-5.33, -2.80, 0.05], [-0.48, -5.91, 2.63], [0.21, 1.20, -5.51], [-5.81, -1.42, -1.08], [1.72, 0.36, -1.55], [1.41, 2.63, -1.74]], "s_squared": 3.7572, "multiplicity": 4, "e_homo_ha": [-0.6187, -0.6282], "total_charge": 3}

***

# 3
{"formula": "C3H6N2O", "method": "ωB97M-V with the def2-TZVPD basis set", "elements": ["O", "N", "N", "C", "C", "C", "H", "H", "H", "H", "H", "H"], "xyz": [[2.95, -1.65, -0.65], [-0.80, 0.61, -0.57], [1.05, -0.53, -0.63], [2.06, -1.16, -0.02], [0.12, -0.01, 0.11], [-1.61, 0.82, 0.72], [-2.37, 0.05, 0.74], [-1.27, 0.87, -1.43], [1.07, -0.47, -1.63], [-1.13, 0.85, 1.72], [1.95, -1.17, 1.07], [-2.03, 1.78, 0.58]], "e_homo_ha": -0.3094, "de_lowest_kj_mol": 397.0}

***

# 4
{"formula": "C30H28N4PS2Sc", "method": "ωB97M-V with the def2-TZVPD basis set", "elements": ["Sc", "S", "S", "P", "N", "N", "N", "N", "C", "C", "C", "C", "C", "C", "C", "C", "C", "C", "C", "C", "C", "C", "C", "C", "C", "C", "C", "C", "C", "C", "C", "C", "C", "C", "C", "C", "C", "C", "H", "H", "H", "H", "H", "H", "H", "H", "H", "H", "H", "H", "H", "H", "H", "H", "H", "H", "H", "H", "H", "H", "H", "H", "H", "H", "H", "H"], "xyz": [[11.84, 7.69, 10.61], [14.26, 6.70, 10.08], [13.34, 9.77, 10.81], [14.96, 8.55, 10.55], [11.89, 6.45, 12.52], [10.22, 6.05, 10.38], [11.70, 7.34, 8.45], [10.09, 8.87, 11.02], [17.62, 8.39, 14.28], [8.95, 8.20, 10.61], [8.71, 10.63, 11.88], [9.08, 6.88, 9.83], [12.92, 5.68, 14.57], [11.88, 5.41, 7.03], [15.98, 8.49, 12.01], [16.06, 9.59, 12.84], [10.94, 5.53, 12.72], [16.40, 10.11, 7.08], [16.57, 7.26, 12.39], [18.27, 9.17, 8.18], [12.79, 7.54, 6.41], [9.87, 5.36, 11.68], [7.69, 8.82, 10.71], [7.55, 10.05, 11.39], [9.95, 10.06, 11.64], [17.76, 9.83, 7.09], [17.41, 7.28, 13.50], [11.83, 4.83, 14.83], [15.56, 9.76, 8.14], [10.85, 4.77, 13.88], [12.92, 6.46, 13.45], [12.54, 6.20, 6.09], [10.84, 5.16, 9.36], [17.46, 8.77, 9.23], [11.43, 6.00, 8.20], [16.11, 9.04, 9.21], [16.95, 9.55, 13.95], [12.26, 8.10, 7.52], [19.33, 8.94, 8.19], [6.59, 10.53, 11.55], [17.92, 8.29, 10.09], [8.68, 11.53, 12.51], [8.15, 6.29, 9.89], [15.92, 10.60, 6.25], [17.88, 6.36, 13.75], [13.66, 7.26, 13.32], [6.85, 8.36, 10.25], [14.59, 10.23, 8.17], [13.75, 5.75, 15.31], [10.01, 4.03, 13.91], [16.30, 6.36, 11.85], [11.69, 4.31, 6.91], [11.81, 4.25, 15.73], [12.41, 9.21, 7.71], [15.48, 10.44, 12.63], [8.90, 5.77, 12.05], [17.06, 10.46, 14.54], [9.26, 7.12, 8.79], [18.30, 8.26, 15.08], [18.39, 10.20, 6.31], [11.64, 4.60, 9.90], [10.85, 10.52, 12.05], [9.75, 4.27, 11.57], [10.13, 4.40, 8.96], [13.38, 8.11, 5.70], [12.84, 5.75, 5.18]], "e_homo_ha": -0.5052, "total_charge": 2}

***

# 5
{"formula": "C4H6O", "method": "ωB97M-V with the def2-TZVPD basis set", "elements": ["O", "C", "C", "C", "C", "H", "H", "H", "H", "H", "H"], "xyz": [[0.80, -1.58, 1.35], [0.18, 0.21, 0.04], [1.09, -0.35, 0.80], [-1.15, -0.09, -0.49], [-0.45, 1.24, -0.78], [-1.21, -0.83, -1.30], [-0.09, 1.40, -1.79], [-1.98, -0.10, 0.20], [-0.86, 2.13, -0.31], [2.05, 0.09, 1.06], [1.55, -2.16, 1.23]], "e_homo_ha": -0.3274, "smiles": "OC=C1CC1", "de_lowest_kj_mol": 139.3}

***

# 6
{"formula": "C5H9O", "method": "ωB97M-V with the def2-TZVPD basis set", "elements": ["O", "C", "C", "C", "C", "C", "H", "H", "H", "H", "H", "H", "H", "H", "H"], "xyz": [[-2.14, 0.48, -0.33], [-2.68, -0.79, 0.00], [1.02, 0.03, -0.74], [3.44, -0.15, 0.16], [2.23, -0.04, -0.31], [-1.25, 1.04, 0.39], [-3.74, -0.66, 0.24], [3.75, -1.04, 0.69], [-1.04, 2.07, 0.12], [0.65, -0.27, -1.70], [-2.17, -1.26, 0.84], [4.19, 0.61, -0.01], [-2.61, -1.42, -0.89], [0.19, 0.51, -0.11], [-1.08, 0.72, 1.42]], "e_homo_ha": -0.5175, "total_charge": 1, "de_lowest_kj_mol": 281.1}

***

Copy entry 1 word for word.
{"formula": "C3HF3", "method": "ωB97M-V with the def2-TZVPD basis set", "elements": ["F", "F", "F", "C", "C", "C", "H"], "xyz": [[-0.83, -1.72, -0.14], [-1.14, 0.62, -1.10], [-0.85, 1.27, 0.94], [0.42, -1.29, 0.07], [-0.29, 0.81, -0.15], [0.88, -0.09, 0.01], [1.81, 0.39, 0.37]], "e_homo_ha": [-0.3104, -0.3583], "de_lowest_kj_mol": 307.9}